# 1
C21H34IrN3O3P | ωB97M-V/def2-TZVPD

As for the multiplicity: 6. For the relative energy (zero: lowest compared OMol25 entry of this formula, charge and spin), the calculation gives 18.2 kcal per mole. Its net charge is +2. Its LUMO energy (spin up / spin down) is -6.054 / -10.190 eV. The calculation puts the energy at -1655.43302 Ha. The orbital gap (spin up / spin down) comes out at 4.95 / 5.34 eV.

Each line ends with the Löwdin spin population.
Geometry (Å):
1 C -2.80930 0.20800 -4.09910  0.230
2 C -2.61230 -1.02020 -3.45360  0.022
3 C -1.90940 -1.08680 -2.23390  0.172
4 C -1.38860 0.08420 -1.63310  0.525
5 C -1.56620 1.31400 -2.32450  0.106
6 C -2.27450 1.37660 -3.53850  0.072
7 C -1.69080 -2.41700 -1.54470  0.017
8 C -0.22830 -2.88830 -1.36770  0.011
9 N 0.81820 -1.83360 -1.11700  0.016
10 Ir 0.00000 0.00000 0.00000  0.923
11 C -0.86890 2.53520 -1.75190  0.005
12 P 0.79050 1.90950 -1.18000  0.035
13 H -3.00830 -1.94060 -3.90160  0.000
14 H -2.39830 2.33720 -4.05380  0.002
15 H -3.36180 0.25260 -5.04400  0.010
16 H -1.38520 2.90860 -0.84660  0.003
17 H -0.78180 3.36850 -2.47200  -0.001
18 H -2.14610 -2.35870 -0.54480  0.005
19 H -2.21690 -3.22120 -2.08960  0.000
20 H -0.19510 -3.58290 -0.51360  0.001
21 C 1.51890 3.25360 -0.15230  0.001
22 C 1.79110 1.99910 -2.73550  0.019
23 H 0.10030 -3.45910 -2.25860  0.000
24 C 1.37510 -1.39830 -2.42070  0.016
25 C 1.91160 -2.42850 -0.30770  0.007
26 H -0.67160 1.14240 0.83290  0.001
27 H 1.86620 -2.25090 -2.93300  0.002
28 H 0.56110 -1.01180 -3.05070  0.004
29 H 2.11610 -0.60650 -2.24380  0.002
30 H 2.44420 -3.17430 -0.91490  0.001
31 H 2.61940 -1.64380 0.03110  0.003
32 H 1.47290 -2.93580 0.56370  -0.001
33 H 1.80810 3.03460 -3.11900  0.002
34 H 2.82560 1.66590 -2.54880  0.000
35 H 1.33070 1.34350 -3.49200  0.000
36 H 1.67050 4.17690 -0.73840  0.000
37 H 0.83970 3.45300 0.69220  0.000
38 H 2.48520 2.91330 0.25600  0.001
39 H 1.16790 -0.01830 1.16280  0.189
40 C 0.12250 0.61190 4.40330  0.016
41 C -1.14870 -0.26060 4.39710  0.051
42 C -1.04760 -1.74110 3.84560  0.131
43 C -0.43000 -2.74990 4.87460  0.012
44 C 0.97690 -2.48280 5.42000  0.003
45 C -2.49060 -2.13480 3.57150  0.460
46 O -3.17540 -2.65290 4.44360  0.926
47 N -3.08930 -1.65920 2.45440  0.077
48 C -2.36830 -1.08390 1.45330  0.132
49 O -2.96900 -0.49390 0.56970  0.288
50 N -0.99540 -1.18500 1.40450  0.150
51 C -0.32500 -1.67880 2.50020  0.070
52 O 0.89110 -1.74840 2.50020  0.261
53 H 0.91890 0.25530 5.06910  0.000
54 H -0.14670 1.63480 4.74590  0.004
55 H 0.53750 0.71770 3.38060  0.003
56 H -1.60540 -0.26350 5.41050  0.002
57 H -1.83940 0.31930 3.74210  0.003
58 H -1.08620 -2.79090 5.77300  0.003
59 H -0.43080 -3.75680 4.40630  0.002
60 H 0.99690 -1.57710 6.05050  0.000
61 H 1.25980 -3.31710 6.09480  0.000
62 H 1.74200 -2.42480 4.62360  0.001
63 H -4.11860 -1.70170 2.37830  0.003

---

# 2
C3H10NO2P | ωB97M-V/def2-TZVPD

For the relative energy (zero: lowest compared OMol25 entry of this formula, charge and spin), the calculation gives 104.3 kcal per mole. Its net charge is 0. Its LUMO energy is 0.664 eV. The calculation puts the energy at -666.83002 Ha. The orbital gap comes out at 9.03 eV.

Each line ends with the natural charge from an NBO analysis.
Geometry (Å):
1 C -1.52789 1.22851 -0.95695  -0.992
2 C 2.11606 0.41366 0.80927  -0.732
3 C 1.19252 -0.29896 -0.11646  0.132
4 N 1.37148 -1.60631 -0.44470  -0.716
5 O -1.22861 -1.52884 -0.41963  -1.142
6 O -2.56983 0.02157 1.06341  -1.038
7 P -1.17429 -0.20319 0.21881  1.913
8 H -0.57937 1.44397 -1.64476  0.229
9 H -1.68775 2.20430 -0.50412  0.233
10 H -2.37248 1.10720 -1.62821  0.240
11 H 2.81329 -0.35601 1.07537  0.181
12 H 1.65049 0.87656 1.62457  0.243
13 H 2.75308 1.10089 0.19051  0.254
14 H 0.86887 -2.07208 -1.18107  0.431
15 H 2.16449 -2.15178 -0.05602  0.349
16 H -3.43554 -0.31052 0.58438  0.503
17 H -0.35453 0.13102 1.38559  -0.089